No. 1
{"formula": "C33H60NbO12S", "method": "wB97M-V/def2-TZVPD", "homo_lumo_gap_ev": 5.6, "charge": -1, "homo_ev": -4.146, "total_energy_ha": -2651.26789, "symbols": ["C", "C", "C", "C", "C", "C", "C", "Nb", "S", "C", "C", "C", "C", "O", "C", "C", "O", "H", "H", "H", "H", "H", "H", "H", "H", "H", "H", "H", "H", "H", "H", "H", "H", "H", "H", "H", "H", "H", "H", "H", "H", "H", "H", "H", "H", "H", "H", "O", "C", "O", "C", "C", "C", "H", "H", "H", "H", "H", "H", "O", "C", "O", "C", "C", "C", "H", "H", "H", "H", "H", "H", "O", "C", "O", "C", "C", "C", "H", "H", "H", "H", "H", "H", "O", "C", "O", "C", "C", "C", "H", "H", "H", "H", "H", "H", "O", "C", "O", "C", "C", "C", "H", "H", "H", "H", "H", "H"], "xyz": [[-3.084, -3.142, -0.152], [-1.935, -2.827, -1.253], [-0.637, -2.149, -0.619], [-0.672, -0.558, -0.577], [-2.006, 0.068, 0.047], [-1.938, 0.247, 1.659], [-3.330, -0.171, 2.337], [-3.772, 0.941, 4.294], [-3.344, 3.220, 3.224], [-1.595, 0.911, 4.976], [-1.011, -0.603, 5.068], [0.566, -0.503, 4.841], [1.400, -1.680, 5.541], [1.302, -2.843, 4.674], [2.533, -3.224, 4.137], [2.735, -4.797, 3.899], [3.449, -2.472, 3.791], [-3.489, -4.194, -0.227], [-2.598, -2.921, 0.855], [-3.923, -2.397, -0.374], [-1.602, -3.861, -1.629], [-2.324, -2.259, -2.150], [-0.384, -2.612, 0.389], [0.237, -2.431, -1.311], [0.216, -0.214, 0.066], [-0.500, -0.090, -1.612], [-2.965, -0.448, -0.254], [-2.080, 1.134, -0.362], [-1.666, 1.334, 1.853], [-1.115, -0.403, 2.097], [-3.235, -1.276, 2.628], [-4.223, -0.025, 1.651], [-4.203, 1.775, 5.874], [-5.562, 1.026, 3.849], [-4.014, -0.673, 5.146], [-4.030, 3.257, 2.006], [-1.384, 1.466, 5.948], [-0.940, 1.423, 4.183], [-1.501, -1.164, 4.203], [-1.320, -1.125, 6.024], [0.774, -0.532, 3.721], [0.906, 0.528, 5.193], [2.454, -1.363, 5.796], [0.897, -1.957, 6.533], [1.970, -5.068, 3.090], [2.416, -5.346, 4.834], [3.792, -4.998, 3.567], [-3.917, 0.189, -3.893], [-3.171, 1.126, -3.782], [-2.492, 1.425, -2.645], [-1.786, 2.654, -2.818], [-1.630, 2.811, -4.309], [-2.884, 2.153, -4.845], [-2.373, 3.462, -2.371], [-0.824, 2.596, -2.312], [-1.513, 3.849, -4.622], [-0.756, 2.257, -4.647], [-3.721, 2.853, -4.903], [-2.712, 1.680, -5.811], [0.960, 0.801, -2.932], [1.579, 1.802, -3.205], [1.026, 2.923, -3.747], [2.062, 3.874, -4.041], [3.215, 3.489, -3.147], [3.065, 1.984, -3.043], [2.315, 3.798, -5.102], [1.704, 4.881, -3.834], [4.180, 3.805, -3.533], [3.084, 3.938, -2.158], [3.578, 1.465, -3.857], [3.402, 1.611, -2.077], [-3.003, -3.567, 3.127], [-3.203, -4.222, 4.112], [-3.888, -5.400, 4.118], [-4.036, -5.857, 5.468], [-2.930, -5.174, 6.242], [-2.786, -3.856, 5.509], [-5.030, -5.573, 5.825], [-3.947, -6.944, 5.498], [-3.153, -5.064, 7.305], [-2.003, -5.749, 6.150], [-3.469, -3.096, 5.896], [-1.759, -3.495, 5.528], [2.790, -3.353, -7.061], [2.319, -3.213, -5.962], [2.350, -2.046, -5.269], [1.801, -2.254, -3.958], [0.932, -3.485, -4.082], [1.659, -4.290, -5.141], [2.625, -2.397, -3.253], [1.227, -1.378, -3.656], [0.801, -4.016, -3.139], [-0.059, -3.204, -4.451], [2.432, -4.930, -4.708], [0.969, -4.877, -5.746], [3.821, 5.914, -4.310], [4.673, 6.516, -3.712], [5.448, 5.965, -2.741], [6.279, 6.979, -2.161], [6.361, 8.070, -3.204], [5.009, 7.974, -3.883], [5.812, 7.324, -1.234], [7.259, 6.561, -1.928], [6.572, 9.054, -2.783], [7.151, 7.836, -3.924], [4.253, 8.575, -3.373], [5.067, 8.241, -4.937]]}

=====

No. 2
{"formula": "C33H61BiI2N6O8P2S4SbSi", "method": "wB97M-V/def2-TZVPD", "homo_lumo_gap_ev": 7.0, "e_above_lowest_ev": 0.2913, "charge": -1, "homo_ev": -5.081, "total_energy_ha": -5840.25365, "symbols": ["Bi", "C", "N", "C", "P", "O", "O", "P", "O", "N", "C", "C", "N", "C", "C", "N", "C", "C", "H", "H", "H", "H", "H", "H", "H", "H", "H", "H", "H", "H", "H", "H", "H", "H", "H", "H", "H", "H", "H", "H", "H", "H", "S", "Sb", "S", "S", "S", "O", "N", "I", "I", "N", "C", "C", "C", "C", "C", "C", "C", "C", "C", "C", "C", "C", "C", "H", "H", "H", "H", "H", "H", "H", "H", "H", "H", "C", "C", "C", "C", "O", "Si", "O", "O", "C", "C", "C", "C", "O", "C", "C", "C", "C", "H", "H", "H", "H", "H", "H", "H", "H", "H", "H", "H", "H", "H", "H", "H", "H", "H", "H", "H", "H", "H", "H", "H", "H", "H", "H", "H"], "xyz": [[0.388, -0.605, 0.753], [-1.636, 2.253, -3.153], [-2.694, 2.036, -2.176], [-3.972, 2.600, -2.562], [-2.518, 0.798, -1.095], [-1.099, 0.716, -0.694], [-3.577, 1.210, 0.028], [-3.168, 1.965, 1.420], [-1.886, 1.494, 1.946], [-3.089, 3.581, 1.101], [-1.805, 4.164, 0.731], [-4.241, 4.367, 0.717], [-4.543, 1.745, 2.282], [-5.627, 0.825, 1.968], [-4.418, 2.037, 3.710], [-3.103, -0.621, -1.716], [-2.574, -1.893, -1.217], [-4.535, -0.691, -2.012], [-1.865, 1.772, -4.111], [-0.694, 1.865, -2.775], [-1.528, 3.327, -3.324], [-4.346, 2.165, -3.497], [-3.861, 3.676, -2.720], [-4.714, 2.448, -1.780], [-1.007, 3.457, 0.943], [-1.626, 5.080, 1.299], [-1.785, 4.405, -0.339], [-5.158, 3.857, 1.009], [-4.263, 4.548, -0.364], [-4.215, 5.339, 1.218], [-5.538, 0.454, 0.952], [-6.586, 1.341, 2.076], [-5.609, -0.034, 2.643], [-3.702, 2.844, 3.869], [-4.084, 1.155, 4.263], [-5.388, 2.356, 4.095], [-1.481, -1.831, -1.204], [-2.874, -2.669, -1.927], [-2.846, -3.211, 0.273], [-4.848, 0.171, -2.600], [-5.139, -0.755, -1.105], [-4.717, -1.586, -2.607], [5.213, -1.405, 3.460], [3.253, -2.873, 4.008], [2.788, -1.657, 1.607], [3.879, -0.112, 2.519], [4.018, -4.897, 3.492], [-2.534, -1.412, 1.012], [-3.153, -2.261, 0.056], [-3.445, -1.682, 2.957], [-4.675, -2.046, 5.588], [1.319, 1.280, 1.191], [1.260, 1.877, 2.308], [0.498, 1.446, 3.525], [0.460, 0.111, 3.910], [-0.329, -0.300, 4.976], [-1.079, 0.629, 5.677], [-1.017, 1.972, 5.323], [-0.228, 2.379, 4.262], [2.034, 3.160, 2.440], [2.630, 3.521, 3.644], [3.385, 4.682, 3.732], [3.535, 5.501, 2.621], [2.943, 5.144, 1.416], [2.205, 3.974, 1.324], [1.070, -0.615, 3.384], [-0.364, -1.347, 5.248], [-1.720, 0.308, 6.488], [-1.606, 2.700, 5.868], [-0.201, 3.422, 3.972], [2.509, 2.882, 4.510], [3.859, 4.946, 4.669], [4.115, 6.412, 2.693], [3.064, 5.776, 0.545], [1.768, 3.659, 0.385], [-0.337, -2.419, -4.271], [1.060, -1.830, -4.402], [1.727, -2.332, -5.677], [1.002, -0.307, -4.386], [1.875, -2.285, -3.331], [2.004, -2.030, -1.713], [1.252, -0.699, -1.187], [3.599, -2.098, -1.412], [4.695, -1.246, -1.738], [5.832, -1.680, -0.821], [5.076, -1.446, -3.201], [4.325, 0.210, -1.471], [1.279, -3.221, -0.839], [1.486, -4.633, -0.699], [0.842, -5.328, -1.894], [0.784, -5.020, 0.596], [2.969, -4.965, -0.613], [-0.961, -2.124, -5.118], [-0.805, -2.060, -3.356], [-0.286, -3.508, -4.233], [1.169, -2.004, -6.557], [1.770, -3.422, -5.674], [2.746, -1.949, -5.745], [0.350, 0.059, -5.183], [2.000, 0.111, -4.533], [0.624, 0.039, -3.424], [6.087, -2.724, -1.009], [5.528, -1.584, 0.222], [6.719, -1.064, -0.989], [5.319, -2.494, -3.386], [5.946, -0.834, -3.449], [4.249, -1.168, -3.855], [4.048, 0.347, -0.424], [3.473, 0.514, -2.083], [5.171, 0.861, -1.699], [-0.218, -5.070, -1.953], [0.934, -6.412, -1.800], [1.329, -5.013, -2.818], [-0.254, -4.681, 0.577], [1.291, -4.564, 1.449], [0.800, -6.102, 0.739], [3.480, -4.716, -1.545], [3.093, -6.032, -0.416], [3.442, -4.407, 0.195]]}

=====

No. 3
{"formula": "C33H62BCl2N5O3S2", "method": "wB97M-V/def2-TZVPD", "homo_lumo_gap_ev": 6.9, "homo_ev": -8.610, "total_energy_ha": -3535.24899, "symbols": ["C", "B", "O", "N", "C", "N", "C", "O", "O", "N", "C", "C", "C", "C", "S", "C", "S", "N", "C", "C", "N", "C", "C", "C", "Cl", "C", "C", "Cl", "H", "H", "H", "H", "H", "H", "H", "H", "H", "H", "H", "H", "H", "H", "H", "H", "H", "H", "H", "H", "C", "C", "C", "C", "C", "C", "H", "H", "H", "H", "H", "H", "H", "H", "H", "H", "H", "H", "H", "H", "C", "C", "C", "C", "C", "C", "H", "H", "H", "H", "H", "H", "H", "H", "H", "H", "H", "H", "H", "H", "C", "C", "C", "C", "C", "C", "H", "H", "H", "H", "H", "H", "H", "H", "H", "H", "H", "H", "H", "H"], "xyz": [[1.202, -4.376, 1.437], [-0.107, -4.409, 0.402], [-0.725, -5.772, 0.225], [-0.598, -3.176, -0.329], [0.201, -1.901, -0.219], [1.432, -1.515, -0.683], [2.285, -2.479, -1.475], [3.611, -2.562, -1.176], [1.805, -3.396, -2.523], [-0.575, -0.811, 0.522], [-2.034, -1.024, 0.192], [-3.208, -0.351, 1.113], [-4.506, 0.109, 0.168], [-5.634, 0.918, 1.072], [-7.330, 0.096, 1.040], [-7.730, -0.389, -0.726], [-7.721, 0.847, -1.919], [-8.075, -1.843, -1.014], [-8.229, -2.856, 0.136], [-8.641, -4.194, -0.737], [-8.676, -3.985, -2.234], [-8.313, -2.507, -2.369], [-2.007, -2.679, -0.001], [-3.011, -3.601, 0.901], [-4.331, -4.599, -0.014], [-3.035, -3.722, 2.384], [-1.922, -2.902, 3.297], [-4.287, -4.816, 3.230], [1.121, -5.272, 2.188], [2.156, -4.602, 0.757], [1.343, -3.327, 1.948], [0.034, -6.351, -0.123], [1.839, -0.547, -0.518], [-0.309, -0.633, 1.514], [-2.325, -0.624, -0.895], [-2.812, 0.636, 1.602], [-3.627, -1.028, 1.970], [-4.927, -0.834, -0.384], [-4.052, 0.822, -0.673], [-5.744, 2.004, 0.645], [-5.226, 0.897, 2.187], [-8.085, -2.695, 1.289], [-8.879, -5.224, -0.190], [-8.234, -1.991, -3.441], [-2.514, -2.764, -1.079], [-1.177, -2.276, 2.649], [-1.258, -3.732, 3.841], [-2.455, -2.242, 4.112], [-2.721, 3.757, -0.973], [-1.811, 3.801, 0.246], [-2.529, 4.250, 1.521], [-3.105, 5.670, 1.486], [-2.094, 6.781, 1.193], [-1.005, 6.897, 2.252], [-3.111, 4.748, -1.222], [-2.165, 3.391, -1.842], [-3.566, 3.082, -0.805], [-0.952, 4.448, 0.041], [-1.404, 2.796, 0.412], [-1.834, 4.159, 2.364], [-3.349, 3.551, 1.731], [-3.584, 5.872, 2.452], [-3.905, 5.721, 0.739], [-2.631, 7.736, 1.144], [-1.634, 6.637, 0.208], [-1.439, 7.083, 3.239], [-0.336, 7.730, 2.013], [-0.396, 5.990, 2.306], [3.853, -2.626, -4.898], [5.233, -2.284, -4.358], [5.398, -0.801, -4.016], [5.257, 0.166, -5.196], [6.217, -0.077, -6.362], [7.682, 0.090, -5.979], [3.649, -2.111, -5.842], [3.780, -3.702, -5.086], [3.074, -2.356, -4.179], [5.998, -2.600, -5.074], [5.405, -2.871, -3.447], [6.377, -0.658, -3.543], [4.655, -0.527, -3.255], [5.400, 1.188, -4.824], [4.229, 0.129, -5.576], [5.985, 0.640, -7.159], [6.061, -1.073, -6.792], [7.870, 1.094, -5.587], [8.318, -0.055, -6.858], [7.988, -0.641, -5.225], [3.102, -1.207, 3.264], [2.851, 0.118, 2.560], [4.137, 0.879, 2.226], [4.984, 1.301, 3.431], [4.267, 2.175, 4.463], [3.811, 3.515, 3.901], [3.586, -1.064, 4.234], [2.153, -1.723, 3.440], [3.733, -1.860, 2.653], [2.185, 0.738, 3.169], [2.313, -0.082, 1.625], [3.875, 1.766, 1.636], [4.758, 0.255, 1.569], [5.866, 1.838, 3.062], [5.367, 0.407, 3.937], [4.956, 2.366, 5.295], [3.409, 1.645, 4.891], [4.659, 4.082, 3.505], [3.343, 4.113, 4.690], [3.075, 3.389, 3.102]]}

=====

No. 4
{"formula": "C33H62Cl51GaN", "method": "wB97M-V/def2-TZVPD", "homo_lumo_gap_ev": 6.4, "charge": -1, "homo_ev": -5.106, "total_energy_ha": -26743.81286, "symbols": ["C", "C", "Cl", "C", "Ga", "C", "C", "C", "N", "C", "C", "H", "H", "H", "H", "H", "H", "H", "H", "H", "H", "H", "H", "C", "Cl", "Cl", "H", "H", "C", "Cl", "Cl", "H", "H", "C", "Cl", "Cl", "H", "H", "C", "Cl", "Cl", "H", "H", "C", "Cl", "Cl", "H", "H", "C", "Cl", "Cl", "H", "H", "C", "Cl", "Cl", "H", "H", "C", "Cl", "Cl", "H", "H", "C", "Cl", "Cl", "H", "H", "C", "Cl", "Cl", "H", "H", "C", "Cl", "Cl", "H", "H", "C", "Cl", "Cl", "H", "H", "C", "Cl", "Cl", "H", "H", "C", "Cl", "Cl", "H", "H", "C", "Cl", "Cl", "H", "H", "C", "Cl", "Cl", "H", "H", "C", "Cl", "Cl", "H", "H", "C", "Cl", "Cl", "H", "H", "C", "Cl", "Cl", "H", "H", "C", "Cl", "Cl", "H", "H", "C", "Cl", "Cl", "H", "H", "C", "Cl", "Cl", "H", "H", "C", "Cl", "Cl", "H", "H", "C", "Cl", "Cl", "H", "H", "C", "Cl", "Cl", "H", "H"], "xyz": [[4.929, -0.469, -0.954], [5.656, -1.384, -2.002], [7.053, -0.382, -2.732], [4.721, -1.805, -3.182], [3.081, -2.753, -2.371], [1.449, -1.499, -2.280], [1.386, -0.198, -2.903], [0.212, 0.571, -2.825], [-0.955, 0.316, -2.192], [-0.855, -0.898, -1.607], [0.206, -1.815, -1.611], [3.858, -0.294, -1.176], [5.033, -0.960, 0.044], [5.411, 0.533, -0.898], [6.087, -2.273, -1.507], [5.260, -2.540, -3.824], [4.491, -0.930, -3.828], [3.404, -3.301, -0.906], [2.673, -3.939, -3.366], [2.261, 0.196, -3.445], [0.226, 1.550, -3.357], [-1.777, -1.212, -1.041], [0.098, -2.776, -1.082], [-4.869, 0.216, 0.238], [-3.278, 0.098, -0.524], [-4.883, -0.559, 1.831], [-5.128, 1.264, 0.361], [-5.599, -0.273, -0.399], [3.750, -2.066, 3.181], [3.259, -3.155, 1.883], [4.693, -0.708, 2.544], [2.862, -1.683, 3.673], [4.359, -2.616, 3.892], [-7.899, -2.536, 0.095], [-7.657, -1.994, 1.761], [-8.062, -1.167, -1.016], [-7.044, -3.135, -0.207], [-8.806, -3.133, 0.047], [0.855, 2.949, -6.167], [-0.085, 1.465, -6.342], [0.965, 3.458, -4.474], [1.855, 2.776, -6.546], [0.373, 3.739, -6.736], [0.360, 1.322, 0.804], [1.988, 1.231, 0.128], [0.266, 0.474, 2.358], [0.097, 2.372, 0.947], [-0.334, 0.857, 0.111], [1.246, -6.733, -3.292], [2.622, -6.470, -4.371], [1.111, -5.479, -2.046], [0.336, -6.735, -3.885], [1.371, -7.692, -2.804], [-1.081, -0.886, -9.547], [0.521, -0.982, -10.289], [-1.127, -1.720, -7.990], [-1.335, 0.159, -9.397], [-1.803, -1.351, -10.211], [-3.921, -4.194, 2.494], [-2.325, -4.841, 2.886], [-4.667, -5.078, 1.153], [-4.559, -4.283, 3.373], [-3.817, -3.152, 2.212], [-0.095, 1.774, 5.629], [1.457, 2.434, 6.159], [-0.783, 0.679, 6.831], [-0.784, 2.597, 5.461], [0.055, 1.224, 4.708], [-2.843, 4.576, -5.315], [-3.324, 3.439, -6.583], [-1.891, 5.911, -5.978], [-3.736, 4.978, -4.846], [-2.244, 4.051, -4.577], [0.465, -3.132, 6.068], [2.204, -2.818, 6.166], [-0.252, -2.252, 4.724], [0.308, -4.193, 5.923], [-0.006, -2.808, 6.989], [-1.363, 3.441, -1.498], [-1.203, 3.894, 0.207], [-1.440, 4.869, -2.543], [-0.507, 2.839, -1.786], [-2.275, 2.865, -1.621], [-11.160, -5.163, -0.052], [-9.837, -4.821, -1.172], [-11.315, -3.889, 1.168], [-12.088, -5.229, -0.611], [-10.963, -6.107, 0.448], [4.617, 3.363, 1.208], [4.760, 3.810, 2.913], [4.552, 4.796, 0.170], [5.478, 2.763, 0.927], [3.708, 2.786, 1.073], [3.808, 3.281, -9.519], [2.878, 1.784, -9.664], [3.900, 3.822, -7.840], [4.813, 3.105, -9.889], [3.327, 4.056, -10.109], [1.343, 5.880, 2.992], [-0.273, 6.117, 2.308], [1.314, 4.708, 4.315], [2.008, 5.513, 2.212], [1.711, 6.829, 3.374], [4.295, 8.227, 5.396], [3.805, 7.337, 3.949], [3.058, 8.126, 6.655], [5.219, 7.799, 5.774], [4.449, 9.267, 5.137], [-1.725, -7.692, -1.061], [-0.141, -8.386, -0.709], [-2.561, -8.605, -2.327], [-2.327, -7.711, -0.157], [-1.589, -6.667, -1.395], [6.622, 10.021, 3.134], [6.774, 10.452, 4.845], [6.570, 11.459, 2.110], [7.476, 9.416, 2.848], [5.705, 9.455, 2.993], [-3.453, 8.723, 3.133], [-3.228, 7.471, 1.909], [-2.027, 9.760, 3.269], [-4.306, 9.334, 2.857], [-3.633, 8.247, 4.092], [0.587, -11.775, -1.864], [0.024, -12.925, -3.084], [1.587, -10.510, -2.580], [-0.275, -11.313, -1.392], [1.175, -12.309, -1.124], [4.374, 3.454, 8.747], [4.526, 3.859, 10.463], [4.321, 4.907, 7.743], [5.229, 2.854, 8.451], [3.457, 2.892, 8.598], [7.049, 4.108, -5.075], [6.806, 2.735, -3.996], [5.590, 5.101, -5.181], [7.865, 4.717, -4.699], [7.291, 3.736, -6.066], [-3.486, -5.058, 6.887], [-1.748, -4.751, 6.999], [-4.203, -4.196, 5.520], [-3.650, -6.122, 6.752], [-3.961, -4.724, 7.805], [-10.936, -7.077, 3.186], [-9.300, -7.667, 3.492], [-11.770, -8.079, 1.986], [-11.499, -7.103, 4.114], [-10.879, -6.058, 2.816]]}